Record 1
# C11H22N6O4

A molecular structure, C11H22N6O4 at a distorted geometry (ωB97M-V/def2-TZVPD, the Open Molecules 2025 dataset).

Structure (XYZ):
```
43
Properties=species:S:1:pos:R:3:forces:R:3
C -3.18448 -1.43693 -1.66022 5.598 -1.232 1.097
C -2.41595 -0.14842 -1.30653 -6.850 1.928 1.192
C -3.51804 -2.22629 -0.42106 1.411 -3.594 2.367
C -2.55989 -2.35555 0.80876 2.222 -2.036 1.303
C -1.20694 -3.04840 0.29438 0.348 -1.802 -0.961
C -0.50789 0.90775 -0.42316 2.020 0.296 1.542
C -0.25900 2.19632 -1.37465 4.452 -4.148 -1.939
C 0.85472 0.22425 -0.03580 2.174 5.769 -4.483
C 1.75445 1.50856 0.48720 4.033 -2.057 -1.237
C 3.13523 1.00871 1.26707 -2.050 -1.835 -0.966
C 3.78955 3.09570 1.81980 3.333 7.744 -0.398
H -1.41102 -2.36010 -2.09870 -2.257 0.333 -2.022
H -2.14392 -1.44171 -3.37583 0.075 -1.231 0.736
H -4.03736 -1.20334 -2.09291 -3.951 1.465 -2.075
H -3.44432 -3.53712 -0.44423 -1.408 3.807 -1.551
H -4.38939 -1.89138 0.13290 -0.729 -0.152 -0.915
H -2.00263 -1.55990 1.43812 -2.109 -0.325 -0.761
H -3.27445 -3.21571 1.43920 2.768 2.879 -0.916
H -0.68669 -5.09990 -0.17100 -0.925 2.739 3.551
H -2.02898 -4.85979 1.08340 3.317 1.590 -1.029
H -0.49759 -0.95565 -1.20973 -2.020 1.194 -0.677
H -0.94534 1.01765 0.69326 -0.126 0.332 -2.910
H 0.64125 -0.57135 0.53524 -0.331 -2.479 2.951
H 1.33863 -0.23342 -1.01315 -0.719 1.191 1.860
H 2.29932 2.15816 -0.41498 -2.448 -1.694 2.525
H 1.25618 2.12361 1.23366 -0.453 0.115 -0.326
H 3.99886 1.04244 0.49259 -1.971 -0.796 1.849
H 2.97188 -0.09451 1.55927 0.531 1.806 0.100
H 2.32105 2.22999 3.08701 4.496 -1.385 -2.700
H 3.28807 4.35668 3.40340 1.608 -0.320 -3.422
H 4.88443 2.15527 0.31364 0.552 1.421 -0.401
H 4.89510 3.88527 0.11068 0.635 1.128 0.218
H -2.04731 2.40598 -1.12964 -2.663 -1.581 1.467
N -2.34481 -2.16620 -2.64280 1.746 0.024 0.874
N -1.03887 -4.41335 0.74107 -2.279 -2.028 -3.314
N -1.12747 -0.08584 -1.28613 2.548 -0.666 1.347
N 3.42749 1.93039 2.40979 -4.249 -0.521 0.666
N 3.81531 4.36270 2.36832 -2.094 -4.240 1.264
N 4.47187 3.07431 0.46271 -2.496 -2.562 3.429
O -3.22976 0.82421 -0.99358 3.265 -1.848 -0.652
O -0.36524 -2.54103 -0.50256 -2.092 -1.662 2.697
O 0.91488 2.04047 -2.02744 -7.550 2.883 2.565
O -1.39095 2.89747 -1.55735 4.636 1.554 -1.946
```
Positions in Å, forces in eV/Å.

Summary:
- Relative energy (zero: lowest compared OMol25 entry of this formula, charge and spin): 267.9 kcal/mol
- Spin multiplicity: 1
- HOMO: -8.469 eV
- Orbital gap: 8.312 eV

Atomic partial charges in e from the Mulliken method, atoms 1 to 2: number 1, C, carries -0.4181; number 2, C, carries 0.7850

Record 2
# C3H3NOS2

A single C3H3NOS2 molecule at a distorted geometry (ωB97M-V/def2-TZVPD, the Open Molecules 2025 dataset).

Structure (XYZ):
```
10
Properties=species:S:1:pos:R:3:forces:R:3
C 0.82646 -0.98410 0.69129 -0.126 1.099 -2.081
C 1.11011 -1.05036 -0.83714 -0.640 -0.630 0.544
C -0.79674 0.50112 0.11410 0.813 -0.322 -1.929
N -0.15894 -0.29386 1.08371 2.095 -0.140 1.354
O 1.88303 -1.83940 -1.32193 -0.236 0.790 0.198
S -0.08449 -0.01932 -1.62211 0.102 0.584 0.729
S -0.67449 2.29843 0.45021 -1.249 0.196 -0.126
H 1.60677 -1.49470 1.20961 -0.245 -0.610 1.208
H -1.73508 0.04751 0.04011 -2.062 0.339 -0.105
H -1.97662 2.83469 0.19214 1.549 -1.307 0.207
```
Positions in Å, forces in eV/Å.

Summary:
- Relative energy (zero: lowest compared OMol25 entry of this formula, charge and spin): 35.1 kcal/mol
- SMILES string: O=C1C=N[C@@H](S)S1
- Spin multiplicity: 1
- HOMO: -9.657 eV
- Orbital gap: 9.251 eV

Atomic partial charges in e from the Mulliken method, atoms 1 to 2: number 1, C, carries -0.0963; number 2, C, carries 0.5442

Record 3
# C5H11N2PS2

A molecular structure, C5H11N2PS2 at a distorted geometry (ωB97M-V/def2-TZVPD, the Open Molecules 2025 dataset).

Structure (XYZ):
```
21
Properties=species:S:1:pos:R:3:forces:R:3
C -1.49731 -1.59483 0.33866 0.850 1.282 -0.047
C -1.09300 -2.81716 -0.30492 0.513 -2.116 0.774
C -1.85963 0.61349 0.62031 -0.611 4.042 0.988
C 1.80996 0.36180 0.96860 -0.090 2.672 1.757
C 1.44101 1.84661 -0.82571 -2.044 3.171 -1.025
N -1.11538 -0.41945 0.04185 -1.309 -1.793 -1.914
N 1.36533 0.52818 -0.33512 0.519 0.363 -2.127
P 0.78820 -0.74081 -1.19377 -0.165 0.989 -2.794
S 0.47447 -0.03460 -3.08231 0.172 -1.048 2.007
S -0.83853 -4.07400 0.72283 -0.118 0.549 -0.987
H -1.99628 -1.69193 1.25997 -1.344 -0.525 1.010
H -1.03398 -2.93442 -1.38867 0.076 0.260 0.233
H -2.35510 0.31915 1.58482 0.616 0.281 -0.538
H -1.12883 1.51574 0.76334 -1.546 -1.429 0.057
H -2.75346 1.04510 -0.01690 1.969 -1.134 0.673
H 1.08847 1.00524 1.61890 1.212 -1.497 -0.213
H 1.79662 -0.68141 1.11653 0.209 -1.176 1.271
H 2.81575 0.84424 1.05533 -0.533 -0.779 0.354
H 2.11917 2.07965 -1.65674 0.328 -0.501 0.453
H 0.46090 2.20723 -1.25322 0.561 -0.815 0.068
H 1.51161 2.62219 -0.03377 0.735 -0.798 0.001
```
Positions in Å, forces in eV/Å.

Summary:
- Relative energy (zero: lowest compared OMol25 entry of this formula, charge and spin): 54.6 kcal/mol
- Spin multiplicity: 1
- HOMO: -7.984 eV
- Orbital gap: 6.241 eV

Atomic partial charges in e from the Mulliken method, atoms 1 to 2: number 1, C, carries 0.1017; number 2, C, carries -0.5289

Record 4
# C4H4BrIN2

A single C4H4BrIN2 molecule at a distorted geometry (ωB97M-V/def2-TZVPD, the Open Molecules 2025 dataset).

Structure (XYZ):
```
12
Properties=species:S:1:pos:R:3:forces:R:3
C -0.52645 -1.23994 0.15264 -1.707 0.589 0.269
C 0.34948 -0.27758 0.11907 0.717 1.220 -0.943
C -2.35346 0.75722 0.21799 3.467 -0.973 -0.023
C 1.85846 -0.39883 -0.16777 -0.533 1.636 0.629
N -1.35071 1.50725 0.17080 -1.986 -0.591 -0.234
N -0.08538 1.07725 0.08443 -0.225 0.228 0.425
Br -0.64872 -3.06600 0.10876 0.272 0.299 0.021
I -4.34796 0.78678 0.01156 -0.282 0.303 0.069
H 2.41846 -0.22634 0.80492 -0.378 -1.729 -0.987
H 1.83618 -1.27056 -0.84745 1.414 0.124 0.963
H 2.29422 0.50335 -0.68314 -1.013 -0.824 -0.266
H 0.55588 1.84742 0.02819 0.255 -0.281 0.076
```
Positions in Å, forces in eV/Å.

Summary:
- Relative energy (zero: lowest compared OMol25 entry of this formula, charge and spin): 111.9 kcal/mol
- Spin multiplicity: 1
- HOMO (alpha / beta): -8.198 / -7.755 eV
- Orbital gap (alpha / beta): 7.827 / 7.279 eV

Atomic partial charges in e from the Mulliken method, atoms 1 to 2: number 1, C, carries -0.8043; number 2, C, carries 1.2861

Record 5
# C30H52O20

7 unconnected molecules or ions with the total composition C30H52O20 at a distorted geometry (ωB97M-V/def2-TZVPD, the Open Molecules 2025 dataset).

Structure (XYZ):
```
102
Properties=species:S:1:pos:R:3:forces:R:3
C -0.67113 -1.63898 -1.24557 -1.185 1.214 -1.098
C 0.48332 -1.93002 -0.68370 0.837 -1.217 -0.746
C 0.77840 -1.33851 0.60288 2.231 -1.266 2.797
O 1.72455 -1.72376 1.29291 0.518 -0.401 -1.118
C -0.08352 -0.45410 1.31582 -0.455 1.034 1.384
C -1.15722 -0.03664 0.71809 -2.350 0.738 -1.367
C -1.53597 -0.56365 -0.64520 0.585 -0.629 1.146
O -2.56501 -0.24391 -1.18627 -0.488 0.384 -0.369
H -1.07907 -1.95926 -2.22345 0.549 -0.244 0.719
H 1.22112 -2.67665 -1.06042 -0.734 0.816 0.244
H 0.09650 -0.17505 2.37818 0.330 -0.336 -1.034
H -1.88127 0.61807 1.20095 0.099 -0.093 -0.170
C 0.73669 3.05828 2.47669 -0.553 1.681 2.610
C 0.39940 2.97804 4.02556 -0.578 -2.296 -0.648
O -1.02578 3.21843 4.31878 0.474 1.154 0.108
C -1.85457 2.20769 4.20223 0.195 0.408 -0.113
O -1.55135 1.14879 3.73677 -0.266 -1.198 -0.359
O -3.06039 2.56150 4.67346 0.545 0.665 -0.116
C -4.13082 1.69213 4.43292 -0.749 -1.361 0.211
H 1.81483 3.18193 2.39850 0.032 -0.532 -0.288
H 0.31813 4.02886 2.21514 -0.049 0.113 -0.483
H 0.27442 2.31265 1.86152 0.124 -0.572 -0.088
H 0.91834 3.70263 4.64304 0.046 0.211 -0.276
H 0.58212 1.95376 4.44140 0.221 0.944 -0.493
H -4.67430 1.87748 3.50874 0.000 0.682 0.007
H -4.79574 1.70664 5.30224 0.073 0.363 -0.277
H -3.81099 0.66500 4.32310 0.458 -0.285 0.136
C 1.30253 0.76251 -5.68835 -1.985 3.124 -1.666
C 0.08240 0.25145 -5.00938 -0.941 -0.762 2.962
O -0.08482 -1.19934 -5.11928 1.481 0.448 0.953
C 0.77209 -1.88779 -4.29393 -2.078 -1.551 -2.598
O 1.43953 -1.51087 -3.40406 0.901 1.082 1.038
O 0.71625 -3.20002 -4.63461 0.296 0.749 1.046
C 0.19171 -3.51697 -5.89066 0.847 -0.495 -2.426
H 2.22408 0.40824 -5.38127 1.654 -1.143 0.736
H 1.34926 1.90662 -5.53712 -0.199 -1.673 -0.113
H 1.13725 0.62963 -6.77703 0.497 -0.062 0.461
H -0.86439 0.62226 -5.40273 0.306 0.219 -0.151
H 0.06589 0.39616 -3.86832 0.203 0.434 -1.683
H 0.36479 -2.67123 -6.61678 -0.595 -1.049 0.758
H -0.83875 -3.87747 -5.88346 -0.057 0.500 0.243
H 0.80170 -4.35680 -6.27205 -0.247 0.242 0.293
C 4.18978 3.32851 4.92329 0.056 -0.082 -1.158
C 4.30858 1.80852 5.03032 -0.754 0.130 -1.297
O 3.08464 1.23924 4.50652 -0.382 0.327 -0.094
C 2.92334 -0.07810 4.71259 1.816 0.874 0.390
O 3.82726 -0.84321 4.92543 0.178 -0.258 0.019
O 1.66176 -0.34667 4.72723 -1.690 -0.857 -0.028
C 1.36451 -1.72538 5.04796 -0.632 -0.362 -1.008
H 3.47460 3.76294 5.61519 0.133 -0.163 0.459
H 3.75710 3.62825 3.91209 1.056 -0.458 1.014
H 5.21146 3.73398 5.09515 -0.835 0.111 -0.255
H 4.36979 1.45011 6.02888 0.461 -0.077 0.986
H 5.12541 1.39664 4.43625 0.149 0.225 0.153
H 1.81644 -2.40907 4.30544 -0.160 0.543 0.445
H 0.26974 -1.82002 4.96044 0.548 0.135 0.162
H 1.71451 -1.96692 6.04498 0.056 0.031 0.117
C -3.42442 2.70752 -9.14486 -0.546 -1.086 0.743
C -3.81520 2.76072 -7.67835 -1.379 2.584 -0.066
O -3.67128 1.47104 -7.16952 0.368 -1.581 0.165
C -3.86370 1.33317 -5.86208 0.621 0.911 0.615
O -4.18152 2.25754 -5.15234 -0.181 -0.582 0.327
O -3.52491 0.10188 -5.47568 -0.557 0.312 -0.717
C -3.47975 -0.15531 -4.07505 2.050 -0.778 0.084
H -2.35229 2.58921 -9.19703 0.274 0.087 -0.422
H -3.81106 3.50120 -9.75865 0.123 0.632 0.067
H -3.90905 1.80003 -9.50747 0.242 -0.099 -0.310
H -4.87460 3.11137 -7.52267 0.783 -0.494 -0.347
H -3.24265 3.51262 -7.09744 0.076 -0.646 -0.236
H -4.35615 0.06075 -3.53477 -1.439 0.268 0.234
H -2.69328 0.47920 -3.60030 -0.343 -0.770 -0.415
H -3.26016 -1.25706 -4.03346 -0.020 1.260 0.270
C 2.85617 -5.18324 3.72250 1.413 2.308 -0.675
C 1.77042 -5.58263 4.60707 -1.944 -1.660 -0.374
O 0.65114 -4.75179 4.27376 -0.943 1.538 0.193
C -0.49507 -4.85317 4.98209 1.739 0.157 -0.307
O -0.66542 -5.69601 5.81237 -0.759 -0.223 0.398
O -1.28948 -3.83674 4.62706 0.380 0.168 -0.680
C -2.54218 -3.72844 5.28611 -0.253 -1.475 -0.694
H 3.76349 -5.76782 3.87023 0.049 0.309 0.157
H 3.01229 -4.06361 3.71304 0.480 -1.087 0.933
H 2.58894 -5.22719 2.70051 -0.562 -0.920 -1.236
H 2.02151 -5.58888 5.66035 -0.209 0.234 0.248
H 1.38443 -6.56560 4.29588 0.636 -0.246 0.633
H -2.60513 -4.61393 5.87008 -0.346 -0.396 1.226
H -3.38021 -3.81827 4.59816 0.248 0.367 -0.492
H -2.60208 -2.82561 5.83175 0.085 0.867 0.639
C 3.77990 0.92364 -0.83800 0.697 0.563 -2.247
C 2.66097 1.44731 -1.78161 0.659 -1.225 -0.436
O 1.51098 1.83318 -1.01612 1.393 -0.541 1.136
C 0.60667 2.49068 -1.65331 -1.710 0.888 -1.568
O 0.67684 2.91115 -2.80064 0.004 -0.443 1.203
O -0.47981 2.57392 -0.84941 -0.465 0.143 -0.521
C -1.68564 2.99451 -1.53573 -0.990 -0.139 0.420
H 3.58711 -0.04632 -0.45400 -0.524 -0.584 0.987
H 4.15086 1.67181 -0.13825 -0.616 -0.138 0.359
H 4.69371 0.73947 -1.46069 -0.772 0.219 0.051
H 2.26796 0.70801 -2.54107 0.791 0.375 0.945
H 3.05401 2.26756 -2.36429 -0.160 0.539 0.043
H -1.54903 2.78380 -2.58620 -0.053 0.512 -0.311
H -1.92884 4.05043 -1.30593 0.477 -0.505 -0.366
H -2.58358 2.39334 -1.23312 1.190 0.219 0.278
```
Positions in Å, forces in eV/Å.

Summary:
- Relative energy (zero: lowest compared OMol25 entry of this formula, charge and spin): 3.6 kcal/mol
- SMILES string: O=C1C=CC(=O)C=C1.CCOC(=O)OC.CCOC(=O)OC.CCOC(=O)OC.CCOC(=O)OC.CCOC(=O)OC.CCOC(=O)OC
- Spin multiplicity: 1
- HOMO: -9.856 eV
- Orbital gap: 8.878 eV

Atomic partial charges in e from the Mulliken method, atoms 1 to 2: number 1, C, carries -0.4289; number 2, C, carries -0.5782